19
Properties=species:S:1:pos:R:3:forces:R:3:lowdin_charge:R:1 method="wB97M-V/def2-TZVPD" homo_energy_ev="-6.28 / -9.98" s_squared=6.004 spin_multiplicity=5 lumo_energy_ha="0.023 / -0.005"
O 1.6648 1.0670 -0.7727 -0.2 -0.2 -0.6 -0.3080
C 2.3522 -0.0572 -0.6752 0.9 -0.4 0.2 -0.4731
C 1.6905 -1.0819 0.2519 0.0 -0.4 -0.3 -0.0651
O 1.1656 -0.3605 1.3758 0.0 0.1 0.3 0.0461
C -0.0321 0.1881 1.2623 0.2 0.1 0.4 -0.6167
O -0.9700 -0.6486 0.9300 0.0 -0.4 -0.4 0.0613
O -0.2059 1.3728 1.5439 -0.4 -0.4 0.0 -0.0513
C -2.2377 -0.1382 0.4536 -0.5 0.2 0.4 -0.1785
H 2.4031 -1.8165 0.6377 -0.2 0.3 0.0 0.1398
F 3.6598 0.1966 -0.1115 -0.6 -0.1 -0.2 -0.0597
H 2.5806 -0.5330 -1.6476 -0.1 0.2 0.2 0.1505
H 0.8806 -1.5971 -0.2795 0.2 0.1 0.1 0.1335
H -2.9308 -0.9684 0.6228 0.2 0.2 0.0 0.1302
H -2.5272 0.7061 1.0896 0.1 -0.2 -0.2 0.1281
C -2.1734 0.2432 -1.0070 0.0 0.1 -0.1 -0.0546
H -3.1816 0.5275 -1.3366 0.2 -0.1 0.1 0.0884
H -1.5068 1.0998 -1.1697 -0.1 -0.2 0.0 0.0782
H -1.8344 -0.6032 -1.6183 -0.1 0.2 0.1 0.0887
Co 1.2028 2.4033 0.4505 0.4 0.9 0.1 0.7620